{
  "formula": "C28H29F10NO17S3",
  "method": "ωB97M-V with the def2-TZVPD basis set",
  "energy_ev": -125481.7909,
  "homo_ev": -9.77,
  "lumo_ev": -1.732,
  "smiles": "O=S(=O)(O)CCCCN(CCCCC(F)(F)C(F)(F)S(F)(F)(F)(F)F)S(=O)(=O)F.O=C1C=C(O)C(=O)C=C1O.O=C1C=C(O)C(=O)C=C1O.O=C1C=C(O)C(=O)C=C1O",
  "homo_lumo_gap_ev": 8.037,
  "species": ["F", "H", "F", "F", "H", "H", "O", "C", "H", "O", "C", "C", "C", "H", "H", "C", "C", "O", "F", "S", "O", "H", "H", "O", "C", "H", "C", "C", "H", "N", "F", "O", "O", "O", "C", "H", "H", "F", "C", "H", "F", "O", "H", "H", "C", "O", "C", "H", "O", "S", "H", "C", "C", "H", "C", "H", "H", "C", "H", "H", "O", "H", "C", "O", "C", "O", "C", "C", "H", "H", "C", "C", "C", "C", "C", "H", "S", "O", "F", "H", "F", "O", "H", "O", "C", "H", "C", "F"],
  "xyz": [[3.461589, -3.385239, -0.120092], [-0.325703, -7.068658, 0.243778], [4.728747, -1.746955, -1.407647], [1.868153, -1.865588, -0.464682], [-1.562159, 0.434398, -0.465651], [4.999548, 4.739822, -0.467314], [1.042206, 5.243309, 3.326742], [-6.915627, -3.308874, -0.708253], [1.277945, 4.360701, 1.196538], [-3.480241, -4.134208, -1.235186], [-1.352334, -6.924275, -0.061279], [1.740979, 6.140610, 0.059636], [-8.214693, -2.279635, 1.170006], [-5.140686, -6.222393, -1.202244], [0.753714, 3.319276, -2.756668], [0.785946, 1.473077, -2.877000], [0.621472, -0.922129, -2.847632], [-1.039745, -4.631116, -0.548873], [2.544466, -0.733715, 1.359564], [3.023306, -2.053726, 0.609853], [-1.233257, 6.126894, 3.720629], [-2.654020, -3.623024, -1.113928], [1.953560, 6.052464, -1.008355], [-6.720392, -1.023497, -0.183110], [-0.241609, 1.567759, -1.771761], [7.076454, 0.665647, -0.575598], [5.997423, 0.837093, -0.615172], [-8.537717, -4.620591, 0.759195], [-6.206547, -3.281007, -1.523559], [3.542511, 4.758819, 1.061841], [2.022418, -2.884463, 1.494189], [-4.414979, -8.682100, -0.473060], [0.533368, 7.550091, 2.710340], [-9.052799, -5.822956, 0.958711], [-7.542244, -4.567924, -0.380362], [-8.641005, -6.410795, 0.293919], [1.930873, 0.223222, -4.164178], [4.327708, 3.130863, 2.667008], [-7.229908, -2.227190, 0.019590], [-7.124698, -0.443016, 0.493677], [4.998790, 0.259534, 1.457031], [-0.514252, 2.692746, -1.381430], [3.330654, 4.499212, -0.959923], [-1.245191, 4.852268, 1.387817], [4.261803, 2.703287, -0.257525], [0.914342, -2.041234, -3.220616], [-0.453827, 5.591744, 1.263117], [6.115471, 2.419701, 0.851064], [-8.406941, -1.233722, 1.763111], [4.562575, 4.646590, 2.340622], [-0.417254, -2.686774, -1.857035], [5.720622, 2.268741, -0.157064], [-3.206905, -5.388619, -0.897718], [0.388165, 4.464978, -0.324474], [-8.851056, -3.539246, 1.486978], [-0.870938, 6.451841, 0.729932], [3.685401, 2.263846, 0.560267], [-2.257036, -7.914792, -0.065820], [1.296258, 7.126416, 0.219274], [2.830752, 6.585279, 1.849569], [-7.328133, -5.621289, -0.958111], [1.647172, 5.680963, 3.950349], [1.194700, 0.300156, -3.376656], [-0.896788, -1.991269, -1.362020], [0.766417, 5.040606, 0.517847], [-1.995862, -9.158226, 0.299519], [-0.425986, -0.822726, -1.756708], [-1.766240, -5.608912, -0.489467], [-2.833082, -9.653141, 0.187890], [5.696988, 0.689619, -1.654333], [4.066758, 4.222745, -0.206699], [-0.821111, 0.355314, -1.248488], [-3.693568, -7.701729, -0.502334], [4.195125, -0.971437, -0.449680], [-4.111264, -6.376901, -0.908378], [6.318958, 2.915811, -0.809086], [-0.094271, 6.264569, 2.868466], [4.033572, 5.371956, 3.443385], [4.150587, -2.290614, 1.697616], [-9.558891, -3.567798, 2.303018], [6.321917, -1.208155, 0.528093], [5.931458, 4.732604, 1.960229], [3.839331, 2.343150, -1.198063], [1.237191, 2.653007, -3.284214], [3.031564, 6.144606, 0.877197], [3.794379, 6.766838, 0.389890], [5.395080, -0.250736, 0.265464], [3.420540, -0.041776, -1.045518]],
  "forces_ev_per_a": [[0.037, 0.048, 0.016], [-0.005, -0.021, -0.001], [-0.226, 0.255, 0.076], [0.037, 0.002, -0.020], [0.008, -0.021, 0.005], [-0.058, -0.006, 0.011], [-0.154, 0.006, 0.236], [0.047, -0.070, -0.079], [-0.018, -0.177, -0.257], [-0.040, -0.048, -0.004], [0.095, 0.049, 0.009], [-0.034, -0.055, 0.179], [-0.079, -0.094, 0.061], [0.004, -0.019, -0.003], [-0.048, -0.027, 0.036], [0.017, -0.045, -0.017], [0.050, 0.033, -0.104], [0.110, -0.101, -0.026], [0.025, -0.060, -0.066], [0.149, 0.026, 0.178], [0.138, 0.076, -0.149], [0.026, 0.003, 0.010], [-0.012, 0.004, 0.072], [0.029, -0.032, -0.036], [-0.053, -0.109, 0.133], [-0.082, -0.013, -0.024], [0.349, 0.061, 0.035], [-0.027, -0.040, 0.007], [0.019, 0.014, 0.021], [0.426, 0.599, 0.160], [0.023, 0.017, 0.000], [0.015, -0.035, 0.022], [-0.068, -0.137, 0.080], [-0.022, 0.029, 0.042], [0.083, 0.097, -0.061], [0.031, 0.017, -0.027], [0.011, 0.011, 0.007], [0.085, 0.069, 0.096], [0.030, 0.043, -0.010], [-0.030, -0.018, 0.030], [-0.015, -0.090, -0.089], [-0.025, -0.004, -0.102], [-0.010, 0.022, 0.116], [0.137, -0.035, 0.094], [-0.091, 0.080, 0.288], [-0.040, 0.019, -0.028], [-0.052, 0.045, -0.258], [-0.117, -0.038, -0.120], [0.011, 0.026, -0.023], [-0.289, -0.273, -0.163], [0.093, -0.008, 0.068], [0.178, 0.099, -0.169], [-0.017, 0.063, 0.029], [0.035, 0.038, 0.041], [-0.046, 0.073, 0.073], [-0.108, -0.089, 0.085], [-0.092, -0.123, -0.240], [0.020, -0.036, 0.006], [0.014, -0.034, -0.169], [0.014, -0.143, 0.018], [-0.056, -0.013, 0.013], [0.058, -0.069, -0.117], [0.027, -0.032, -0.055], [-0.151, 0.151, -0.012], [-0.284, 0.344, 0.237], [0.055, 0.016, 0.006], [-0.018, -0.036, -0.030], [0.005, -0.002, 0.025], [-0.039, 0.025, -0.016], [-0.045, -0.011, 0.064], [0.237, -0.143, -0.257], [-0.088, 0.060, 0.032], [-0.057, 0.132, -0.037], [0.187, -0.122, -0.113], [-0.110, -0.068, -0.050], [-0.030, -0.058, 0.050], [0.080, 0.099, -0.005], [0.165, -0.040, -0.142], [-0.065, 0.108, -0.073], [0.005, -0.021, -0.002], [-0.084, 0.024, 0.000], [-0.132, 0.075, 0.142], [0.033, 0.010, 0.043], [0.088, 0.018, -0.035], [-0.036, 0.095, -0.047], [-0.054, -0.090, 0.006], [-0.299, -0.151, 0.070], [0.121, -0.226, 0.207]]
}